(1)
Density functional theory data (ωB97M-V/def2-TZVPD) for a 7-piece molecular cluster, C26H38N4O9 overall in a non-equilibrium geometry.

Structure (XYZ):
```
77
Properties=species:S:1:pos:R:3:forces:R:3:lowdin_charge:R:1
N 0.0534 0.3900 -0.1574 -0.555 0.019 0.987 0.0702
C 1.2248 -0.1670 -0.3200 2.284 0.192 -0.094 -0.1521
C 1.5550 -1.5172 -0.1441 -0.848 0.952 -0.565 -0.0356
C 0.5060 -2.3371 0.1923 0.418 -1.356 0.008 -0.0774
C -0.7254 -1.7916 0.4660 -0.996 1.405 1.140 -0.0665
C -0.8764 -0.4124 0.3659 -0.287 -0.137 -1.385 -0.1634
H 2.0338 0.5295 -0.5443 -0.135 -0.147 -0.409 0.0917
H 2.5381 -1.8710 -0.4079 0.102 -0.076 0.181 0.1081
H 0.6730 -3.4099 0.2295 -0.147 0.036 0.156 0.1032
H -1.6012 -2.2619 0.9026 0.349 -0.674 -0.280 0.0973
H -1.8336 0.0730 0.5130 -0.176 -0.209 0.296 0.0990
C -1.7003 1.2162 -2.8935 0.381 -0.065 -0.597 -0.0991
C -0.3916 1.2547 -3.7049 0.049 0.525 0.465 -0.1103
O -0.7322 0.6543 -4.9388 0.463 -0.162 0.017 0.0760
C -1.9838 0.1766 -4.8918 0.386 0.645 0.868 -0.6139
O -2.4882 -0.4349 -5.7468 -0.955 -1.178 -1.694 0.1865
O -2.5947 0.5000 -3.7409 -0.100 0.064 0.284 0.0622
H -2.1052 2.2104 -2.7422 -0.071 0.015 0.424 0.1306
H -1.5491 0.6281 -2.0017 -0.223 0.311 0.406 0.0883
H 0.3986 0.7207 -3.1796 0.086 -0.221 -0.280 0.1160
H -0.0369 2.2603 -3.9164 -0.033 0.099 0.093 0.1273
C 4.8174 3.7328 -2.5732 -0.084 -0.704 -0.869 -0.0749
C 3.5259 3.2438 -1.9039 0.231 0.375 -0.858 -0.1121
O 3.3158 1.9757 -2.5309 -0.313 -0.067 0.579 0.0222
C 4.5010 1.4930 -2.9774 -0.230 2.571 0.789 -0.6302
O 4.7097 0.3803 -3.2243 0.407 -2.775 -0.817 0.1915
O 5.4026 2.4888 -3.0661 0.200 0.432 0.835 0.0533
H 5.4616 4.2369 -1.8589 0.297 -0.141 -0.191 0.1285
H 4.7086 4.2967 -3.5022 -0.374 0.462 0.474 0.1322
H 2.6578 3.8550 -2.1242 -0.008 0.155 0.117 0.1309
H 3.6776 3.1597 -0.8296 -0.204 -0.300 0.032 0.1137
C -1.3222 2.1839 2.6964 -1.941 -0.357 0.643 -0.1437
C -1.5057 2.5846 4.1612 0.516 -1.078 0.776 -0.1161
O -0.7724 3.7926 4.2690 -0.454 -0.128 0.156 0.0732
C -0.1358 4.0497 3.1079 -0.735 -0.273 0.881 -0.5894
O 0.5403 4.9976 2.9689 1.020 0.952 -0.701 0.1827
O -0.4064 3.1097 2.1892 0.536 -0.134 -0.653 0.0793
H -2.3077 2.2915 2.2385 0.166 0.255 -0.559 0.1246
H -1.0648 1.1390 2.5629 0.729 0.096 -0.054 0.1068
H -1.0845 1.8488 4.8567 0.277 0.125 -0.159 0.1277
H -2.5398 2.6673 4.4834 -0.134 0.592 -0.304 0.1280
C 5.0472 0.9507 0.4704 -0.527 -0.830 0.464 -0.0953
C 6.2235 -0.0297 0.4303 0.374 0.468 -0.707 -0.2450
C 6.9345 -0.1844 1.7768 -0.818 0.146 0.520 -0.1888
C 7.6752 1.0058 2.2074 -0.855 -1.810 -0.937 -0.2415
N 8.2470 1.9202 2.5510 1.014 1.737 0.619 0.1458
H 5.3350 1.9980 0.4268 0.029 0.004 -0.061 0.0763
H 4.4619 0.7815 1.3855 0.271 0.247 0.100 0.0835
H 4.3135 0.6809 -0.2932 0.324 0.378 -0.378 0.0456
H 6.9531 0.2941 -0.3204 -0.069 0.061 0.065 0.1152
H 5.8748 -0.9869 0.0408 -0.004 -0.161 0.428 0.1078
H 7.5726 -1.0650 1.8284 0.092 0.088 -0.071 0.1173
H 6.1521 -0.2846 2.5442 0.193 -0.348 -0.073 0.1173
C -5.5217 -0.5092 1.2142 -0.571 -1.119 -0.882 -0.1043
C -5.6464 0.4691 0.0543 0.151 1.424 0.131 -0.2410
C -6.4556 1.7143 0.4461 -1.267 1.145 0.222 -0.2062
C -6.2542 2.2992 1.7793 0.327 -0.544 0.240 -0.2500
N -6.1479 2.6977 2.8523 0.123 0.077 -0.167 0.1349
H -4.5767 -0.3989 1.7364 -0.172 0.197 0.356 0.0665
H -5.5591 -1.5404 0.8488 0.317 0.078 -0.076 0.0474
H -6.3962 -0.4752 1.8635 0.243 0.359 0.345 0.0800
H -6.1526 0.1332 -0.8496 0.137 -0.598 0.147 0.1093
H -4.6578 0.8176 -0.2563 0.023 -0.172 -0.077 0.0944
H -7.5373 1.5079 0.4330 0.202 -0.405 0.068 0.1239
H -6.4315 2.5871 -0.2226 0.576 -0.460 -0.317 0.1181
C -1.8901 -7.0528 0.8247 -0.345 0.209 0.290 -0.1078
C -1.3362 -5.6611 0.5322 -1.394 -0.107 -1.263 -0.2539
C -2.3544 -4.7926 -0.2440 -0.070 -0.244 -0.751 -0.2082
C -3.5446 -4.3907 0.5021 0.633 -0.173 -0.455 -0.2296
N -4.4858 -4.0572 1.0580 -0.518 0.196 0.441 0.1573
H -2.6648 -6.9712 1.5913 0.195 -0.262 0.167 0.0777
H -1.0777 -7.7049 1.1367 -0.135 -0.100 0.285 0.0721
H -2.3805 -7.5280 -0.0275 0.197 0.211 -0.210 0.0784
H -0.5539 -5.7915 -0.2180 0.681 0.356 0.717 0.1083
H -1.1307 -5.1357 1.4613 0.844 -0.091 -0.097 0.1101
H -2.6804 -5.3252 -1.1471 -0.179 -0.225 0.302 0.1253
H -1.8976 -3.9108 -0.6996 0.086 0.166 0.479 0.0925
```
Positions in Å, forces in eV/Å.

Properties
LUMO energy = 0.0027 Ha
SMILES string = O=C1OCCO1.O=C1OCCO1.O=C1OCCO1.c1ccncc1.CCCC#N.CCCC#N.CCCC#N
Energy = -1909.6549 Ha
Frontier orbital gap = 0.38903 Ha

=====

(2)
Density functional theory data (ωB97M-V/def2-TZVPD) for C26H39AgN5O6P2Si as an isolated structure in a non-equilibrium geometry.

Structure (XYZ):
```
80
Properties=species:S:1:pos:R:3:forces:R:3:lowdin_charge:R:1
Ag -0.2788 -0.6439 0.6288 -0.068 0.306 0.326 0.5522
C -2.3802 -2.6805 -2.1562 0.068 0.183 0.055 -0.2698
P -2.4667 -1.5772 -0.6820 -0.716 -0.624 -0.214 0.8509
C -3.8373 -2.5356 0.1679 0.371 0.242 0.082 -0.2955
C -3.5301 -0.1804 -1.2973 0.259 -0.066 0.099 -0.4212
C -3.6246 0.9200 -0.2396 0.164 0.036 -0.003 -0.4331
P -1.9757 1.5472 0.3505 -0.283 0.409 0.055 0.8426
C -2.6156 2.8052 1.5520 0.145 -0.191 -0.056 -0.2969
C -1.5500 2.7281 -0.9867 -0.066 -0.141 0.036 -0.2792
H -2.1773 -3.6903 -1.7974 -0.031 -0.039 -0.034 0.0347
H -1.5643 -2.3739 -2.8035 -0.011 0.016 -0.039 0.0201
H -3.3180 -2.6739 -2.7165 -0.021 -0.048 0.000 0.0383
H -4.7219 -2.6766 -0.4580 0.042 0.041 -0.073 0.0303
H -4.1220 -2.0046 1.0776 -0.078 -0.037 0.066 0.0112
H -3.4499 -3.5124 0.4613 -0.005 -0.008 0.070 0.0217
H -4.5309 -0.5556 -1.5369 0.069 -0.036 -0.041 0.0720
H -3.0753 0.2072 -2.2061 0.049 -0.014 -0.051 0.0625
H -4.1310 0.5199 0.6464 -0.042 0.102 0.039 0.0609
H -4.2106 1.7671 -0.6152 -0.045 -0.036 0.094 0.0745
H -3.3131 3.4920 1.0687 -0.048 0.017 -0.008 0.0319
H -1.7661 3.3727 1.9317 0.005 0.024 0.053 0.0365
H -3.1131 2.3239 2.3935 -0.016 0.000 0.053 0.0140
H -2.4052 3.3632 -1.2287 -0.011 0.047 -0.011 0.0386
H -1.2440 2.1618 -1.8607 0.066 -0.033 -0.130 0.0141
H -0.7103 3.3396 -0.6580 0.023 0.012 -0.010 0.0342
C -2.8067 -0.5537 3.7282 0.048 -0.057 -0.032 -0.0218
C -2.1480 -1.8522 3.4273 -0.063 -0.009 0.100 -0.4238
N -1.4184 -2.1272 2.3771 -0.044 0.058 0.183 0.0503
C -1.0680 -3.4480 2.4794 -0.187 -0.161 0.170 -0.1686
C -1.5826 -3.9750 3.6236 0.052 -0.168 -0.108 -0.0993
N -2.2766 -2.9486 4.2216 0.039 0.018 -0.034 0.0941
H -2.4069 0.1927 3.0446 -0.007 0.040 0.027 0.0444
H -2.6131 -0.2418 4.7557 0.017 0.057 -0.025 0.0801
H -3.8877 -0.6314 3.5883 -0.009 0.063 -0.029 0.0781
H -0.4895 -3.9336 1.7143 0.129 -0.020 0.020 0.1029
H -1.5105 -4.9511 4.0659 -0.015 -0.062 -0.001 0.0995
H -2.7796 -2.9998 5.0894 0.025 0.045 -0.018 0.1490
O 0.9307 -1.4071 -1.4963 0.086 -0.013 -0.289 -0.0443
C 0.3715 -0.6391 -2.2974 -0.024 -0.134 0.008 -0.6912
O -0.7613 -0.1116 -2.1985 -0.029 0.149 -0.090 -0.1594
C 1.1358 -0.2224 -3.5515 0.066 0.117 0.003 -0.0752
C 2.4054 -0.6962 -3.8380 0.269 0.025 -0.226 0.0962
C 3.0931 -0.1752 -4.9327 -1.063 0.294 0.402 -0.1231
C 2.5577 0.8323 -5.7164 0.168 0.162 -0.369 0.0825
C 1.2772 1.2756 -5.4339 0.413 -1.051 0.899 -0.1253
C 0.5589 0.7344 -4.3727 0.074 0.339 -0.398 0.0826
N 0.6780 2.3120 -6.2387 -0.423 0.695 -0.561 -0.3544
O 1.3491 2.8210 -7.1205 0.066 -0.130 0.085 0.0701
O -0.4729 2.6304 -5.9981 0.142 -0.095 0.017 0.0774
N 4.3991 -0.6973 -5.2686 0.829 -0.352 -0.249 -0.3551
O 4.7793 -1.7022 -4.6973 -0.124 0.128 0.028 0.0817
O 5.0481 -0.1179 -6.1232 -0.111 0.044 0.052 0.0673
H 2.8670 -1.4500 -3.2176 -0.082 -0.002 0.108 0.1332
H 3.1184 1.2506 -6.5380 0.007 -0.020 0.010 0.1272
H -0.4444 1.0777 -4.1806 -0.024 -0.013 0.171 0.1236
C 2.0629 -2.2921 2.6692 -0.057 0.278 0.156 -0.1910
Si 2.0881 -0.4335 3.0909 -0.336 -0.274 0.243 0.3826
C 3.8216 -0.1279 3.8463 -0.250 0.161 -0.310 -0.2053
C 0.8927 -0.1095 4.5468 0.230 -0.230 -0.220 -0.1793
N 1.5197 0.4062 1.7252 0.415 -0.078 0.008 -0.1296
C 2.1274 1.4254 1.0564 -0.251 -0.190 0.073 -0.3927
C 3.1815 2.2121 1.5800 -0.064 0.110 0.023 -0.0696
C 3.7801 3.2124 0.8371 0.013 0.060 -0.039 -0.1318
C 3.3597 3.5011 -0.4551 0.075 0.163 -0.122 -0.1517
C 2.2973 2.7736 -0.9804 0.018 0.018 0.047 -0.1237
C 1.6960 1.7730 -0.2448 0.116 0.001 -0.053 -0.0857
H 1.7082 -2.9060 3.4995 -0.011 -0.061 0.049 0.0137
H 3.0509 -2.6511 2.3802 0.118 0.041 -0.018 0.0183
H 1.4000 -2.4450 1.8174 -0.001 -0.049 -0.016 -0.0223
H 4.1058 -0.9472 4.5092 -0.102 -0.116 0.009 0.0162
H 3.8493 0.7922 4.4324 0.016 0.057 0.011 0.0113
H 4.5791 -0.0494 3.0659 0.085 -0.013 -0.034 0.0203
H 1.0567 -0.8033 5.3743 -0.004 -0.067 0.078 0.0160
H -0.1334 -0.2174 4.1996 -0.083 -0.018 -0.021 -0.0195
H 1.0115 0.9044 4.9304 0.041 0.106 -0.032 0.0165
H 3.5048 2.0365 2.5957 0.072 0.010 0.024 0.0664
H 4.5835 3.7951 1.2764 0.021 -0.041 0.026 0.0881
H 3.8401 4.2765 -1.0385 0.001 0.025 0.025 0.0777
H 1.9359 2.9948 -1.9798 -0.017 -0.034 -0.030 0.0915
H 0.8898 1.1907 -0.6655 -0.090 0.034 -0.094 0.0394
```
Positions in Å, forces in eV/Å.

Properties
LUMO energy = 0.0544 Ha
Net charge = -1
Energy = -2858.5278 Ha
Frontier orbital gap = 0.18792 Ha

=====

Which energy above the lowest of the compared OMol25 structures with the same formula, charge and spin belongs to each record? In order, 193.5; 40.0 kJ/mol.